ORCA calculation (the ωB97M-V functional and the def2-TZVPD basis) on a molecular structure, C24H37N3P2PbS.

Output
lowest unoccupied orbital energy (alpha / beta): -7.22 / -7.24 eV
net charge: +2
ΔE to the lowest compared entry with this formula, charge and spin: 14.26 kJ/mol
total energy: -2374.1537 hartree
HOMO level (alpha / beta): -12.1 / -11.9 eV

CARTESIAN COORDINATES (ANGSTROEM)
Pb  2.424  1.509  1.015
S  0.112  0.499  1.371
P  0.013  -2.658  -0.997
P  -2.572  0.147  -1.336
N  -0.575  -0.460  3.832
N  0.551  1.592  3.761
N  0.138  -0.099  -3.132
C  -1.648  2.973  -3.851
C  3.816  -0.118  -2.684
C  -2.501  1.786  -0.512
C  1.246  2.824  5.782
C  2.170  1.763  -2.315
C  0.516  -2.840  -2.729
C  2.501  0.371  -2.698
C  1.389  -2.964  0.097
C  -0.130  1.234  -3.117
C  0.290  -1.292  4.737
C  -0.552  -2.388  5.359
C  -0.002  0.551  3.121
C  3.007  -2.367  -3.054
C  1.424  -0.521  -2.951
C  0.169  1.966  5.152
C  -2.604  0.729  -3.118
C  -0.604  3.905  -3.775
C  -4.359  -0.148  -1.074
C  4.071  -1.464  -2.925
C  0.629  3.538  -3.239
C  1.695  -1.927  -2.949
C  -1.469  1.679  -3.389
C  0.882  2.209  -2.895
C  -1.366  -3.728  -0.623
H  5.101  -1.826  -2.996
H  0.764  -3.889  -2.918
H  1.497  -4.049  0.236
H  -0.774  4.926  -4.123
H  -4.688  -0.993  -1.688
H  -2.558  1.634  0.572
H  2.023  1.770  -0.813
H  -4.490  -0.412  -0.017
H  4.639  0.578  -2.492
H  -0.791  2.506  5.127
H  -3.570  1.208  -3.320
H  -1.147  -1.069  3.242
H  -2.633  3.266  -4.229
H  -2.101  -3.699  -1.441
H  -0.403  -1.314  -0.842
H  0.056  -2.920  6.094
H  2.318  -2.565  -0.327
H  -0.347  -2.525  -3.329
H  0.713  -0.650  5.516
H  -3.334  2.420  -0.849
H  -4.953  0.743  -1.302
H  -0.895  -3.112  4.612
H  -2.498  -0.190  -3.714
H  2.245  2.418  5.592
H  1.124  -1.720  4.155
H  -1.843  -3.375  0.304
H  -1.425  -1.975  5.876
H  3.200  -3.433  -3.195
H  1.094  2.856  6.865
H  -1.000  -4.756  -0.481
H  1.203  3.853  5.412
H  -1.550  2.280  -0.747
H  0.009  1.046  5.717
H  1.419  4.285  -3.109
H  2.995  2.468  -2.477
H  0.738  2.400  3.155
H  1.203  -2.484  1.067

Forces on the atoms, in the same order (eV/Å):
Pb 0.8 0.3 0.3
S -0.8 -0.2 0.4
P -0.1 0.6 -0.6
P -0.3 0.5 -0.3
N 0.4 -0.2 -0.7
N -1.4 -0.2 -0.3
N 0.2 0.3 1.0
C -0.5 -1.0 0.6
C 0.6 -0.6 0.1
C 0.1 0.1 0.1
C 0.1 0.1 0.2
C -1.0 -0.9 -3.9
C 0.2 -0.1 -0.2
C -0.4 1.3 1.0
C 0.2 -0.3 0.4
C 0.3 -0.8 0.0
C -0.1 0.2 0.2
C 0.0 0.0 0.1
C 0.8 0.5 0.3
C -1.0 -0.2 0.3
C -0.7 0.5 0.2
C 0.0 -0.1 0.1
C 0.2 -0.3 -0.2
C 1.2 0.2 0.1
C 0.0 -0.3 0.1
C 0.5 0.8 -0.1
C -0.7 1.2 -0.1
C 0.3 0.2 -0.5
C 0.0 0.1 -0.5
C 1.5 -0.6 0.9
C -0.2 -0.2 0.3
H -0.4 0.2 0.0
H -0.1 0.1 0.0
H 0.1 0.3 0.0
H 0.1 -0.3 0.1
H -0.1 0.1 0.1
H -0.1 0.2 -0.2
H 0.0 -0.1 -0.2
H -0.2 0.0 -0.2
H -0.2 -0.3 -0.1
H 0.3 -0.2 -0.1
H 0.2 -0.1 -0.1
H 0.4 0.3 0.1
H 0.3 0.0 0.3
H 0.2 0.0 0.3
H 0.0 -0.5 -0.1
H -0.1 0.0 -0.1
H -0.2 0.0 0.0
H 0.1 -0.2 0.1
H 0.0 -0.2 -0.2
H 0.3 -0.1 0.1
H 0.1 -0.2 0.0
H 0.0 0.1 0.1
H -0.2 0.3 0.0
H -0.2 0.0 0.1
H -0.3 0.2 0.1
H 0.1 -0.2 -0.3
H 0.2 -0.1 -0.1
H 0.0 0.3 0.2
H 0.0 0.1 -0.2
H -0.2 0.3 -0.1
H 0.1 -0.2 0.0
H -0.2 0.0 0.1
H 0.0 0.3 -0.2
H -0.3 -0.2 -0.1
H -0.2 -0.1 0.7
H 0.1 -0.6 0.5
H 0.0 -0.2 -0.2


ORCA calculation (the ωB97M-V functional and the def2-TZVPD basis) on C20H26N6O3 in the gas phase.

Output
lowest unoccupied orbital energy: -0.02 eV
SMILES string: O=C(CN1CCN(Cc2ccccc2)CC1)NCCNc1ccc([N+](=O)[O-])cn1
ΔE to the lowest compared entry with this formula, charge and spin: 365.73 kJ/mol
total energy: -1331.9176 hartree
HOMO level: -8.5 eV

CARTESIAN COORDINATES (ANGSTROEM)
O  -7.154  2.553  -1.498
O  -1.425  -3.057  -1.346
O  -7.124  3.140  0.573
N  -6.752  2.442  -0.354
N  -0.365  -2.824  0.633
N  -3.055  -1.515  0.480
N  -4.431  -0.342  -0.885
N  1.734  -1.665  -0.501
N  3.463  0.501  0.145
C  6.764  1.357  1.302
C  -2.398  -1.898  1.705
C  -5.291  1.262  1.217
C  3.923  -0.872  0.193
C  0.931  -2.520  -1.357
C  -3.948  -0.524  0.356
C  5.876  1.737  -0.889
C  -5.789  1.435  -0.081
C  4.262  1.373  0.988
C  -4.364  0.281  1.444
C  -0.415  -2.818  -0.713
C  -1.510  -3.121  1.459
C  8.050  1.476  0.800
C  5.667  1.489  0.463
C  1.276  -0.284  -0.549
C  3.151  -1.709  -0.821
C  2.052  0.549  0.465
C  7.159  1.849  -1.391
C  -5.316  0.598  -1.093
C  8.250  1.721  -0.547
H  0.502  -2.510  1.048
H  -2.819  -2.028  -0.366
H  0.756  -2.096  -2.358
H  3.795  2.364  0.973
H  -3.144  -2.149  2.470
H  5.020  1.830  -1.539
H  8.896  1.375  1.464
H  -5.679  0.709  -2.106
H  -1.160  -3.518  2.414
H  1.445  -3.477  -1.485
H  1.853  0.163  1.483
H  -3.960  0.123  2.430
H  1.712  1.586  0.417
H  0.208  -0.254  -0.319
H  1.427  0.147  -1.553
H  6.614  1.162  2.354
H  3.349  -1.318  -1.831
H  4.279  1.024  2.038
H  9.252  1.811  -0.938
H  3.490  -2.746  -0.772
H  -1.785  -1.068  2.083
H  -2.101  -3.886  0.946
H  -5.648  1.905  2.008
H  4.987  -0.894  -0.050
H  3.784  -1.306  1.201
H  7.311  2.040  -2.444

Forces on the atoms, in the same order (eV/Å):
O -0.1 0.0 -0.1
O -0.3 -0.2 -0.4
O -0.1 0.1 0.1
N -0.4 0.5 -0.1
N 0.1 0.0 0.3
N 0.2 -0.3 -0.1
N 0.3 -0.3 -0.1
N 0.1 -0.1 -0.2
N 0.0 0.0 0.1
C -0.1 0.0 0.0
C 0.0 -0.1 0.1
C -0.2 0.1 -0.4
C 0.1 -0.2 -0.3
C 0.0 0.1 -0.1
C -0.2 0.3 0.1
C 0.0 0.0 0.0
C 0.9 -0.9 0.4
C -0.1 0.0 0.0
C 0.1 -0.2 -0.1
C 0.4 0.0 0.2
C -0.3 0.2 -0.1
C 0.1 0.0 0.0
C 0.1 0.0 0.1
C 0.0 0.2 0.3
C 0.2 -0.1 0.2
C -0.2 0.0 -0.2
C 0.0 0.0 -0.1
C -0.4 0.5 0.1
C 0.1 0.0 0.0
H 0.0 0.0 -0.1
H 0.0 0.1 0.0
H 0.0 -0.1 0.1
H 0.0 -0.1 0.1
H 0.1 0.0 0.0
H -0.1 0.0 -0.1
H 0.1 0.0 0.0
H -0.1 0.1 0.0
H -0.1 0.0 -0.1
H 0.0 0.0 0.0
H 0.0 0.0 0.0
H 0.0 0.0 0.1
H 0.0 0.0 0.0
H 0.0 0.0 0.0
H 0.0 0.0 0.0
H 0.0 0.0 0.1
H 0.0 0.0 0.0
H 0.0 0.1 -0.1
H 0.1 0.0 0.0
H 0.0 0.0 0.0
H 0.0 -0.1 0.1
H 0.0 0.0 0.2
H 0.0 0.0 0.0
H 0.0 -0.1 0.0
H 0.0 0.0 0.0
H 0.0 0.0 -0.1


ORCA calculation (the ωB97M-V functional and the def2-TZVPD basis) on a molecular structure, C20H24N2PSbSe2Te2Zn.

Output
lowest unoccupied orbital energy: 0.11 eV
ΔE to the lowest compared entry with this formula, charge and spin: 78.85 kJ/mol
total energy: -8585.9458 hartree
HOMO level: -6.7 eV

CARTESIAN COORDINATES (ANGSTROEM)
Te  0.303  -0.845  6.143
Te  2.654  -0.806  4.791
Sb  -0.442  -2.683  0.597
Se  2.014  0.866  3.037
Se  -1.175  -1.507  4.237
Zn  -0.145  -0.120  2.394
P  0.569  1.156  -0.083
N  -0.996  1.806  -0.300
N  -1.872  1.126  1.756
C  1.572  2.453  -0.913
C  -1.944  1.914  0.681
C  1.298  2.835  -2.223
C  3.285  4.179  -2.259
C  -0.126  -1.291  -3.325
C  0.763  -3.749  2.028
C  -3.009  2.809  0.504
C  -3.930  2.040  2.559
C  2.702  2.951  -0.280
C  1.104  -1.918  -3.442
C  -0.209  -4.206  -0.940
C  -2.853  1.188  2.656
C  0.690  -0.038  -1.456
C  -0.340  -0.355  -2.328
C  2.146  3.698  -2.889
C  -3.996  2.884  1.457
C  -2.303  -3.477  1.364
C  3.555  3.810  -0.952
C  1.927  -0.668  -1.573
C  2.133  -1.606  -2.566
H  -3.035  3.436  -0.374
H  3.967  4.822  -2.796
H  0.436  2.432  -2.737
H  -2.766  0.500  3.484
H  -3.138  -2.844  1.077
H  3.092  -2.097  -2.656
H  -0.460  -5.177  -0.528
H  0.813  -4.227  -1.297
H  2.917  2.649  0.736
H  -0.858  -4.001  -1.783
H  4.434  4.182  -0.445
H  0.206  -3.809  2.958
H  -4.806  3.588  1.350
H  1.918  3.981  -3.907
H  2.723  -0.401  -0.886
H  -1.116  2.464  -1.064
H  -4.696  2.055  3.316
H  1.256  -2.669  -4.204
H  0.993  -4.747  1.670
H  -1.300  0.133  -2.226
H  -0.926  -1.535  -4.009
H  -2.242  -3.491  2.450
H  1.689  -3.210  2.208
H  -2.477  -4.482  0.990

Forces on the atoms, in the same order (eV/Å):
Te 0.3 0.2 -0.1
Te -0.1 -0.1 0.2
Sb -0.2 -0.9 0.6
Se -0.4 -0.3 -0.2
Se 0.0 0.0 -0.6
Zn 0.1 0.2 0.7
P 0.0 0.1 -0.5
N 0.2 0.4 -0.6
N 0.6 -0.2 -0.3
C 0.0 -0.2 0.3
C -0.5 0.0 0.0
C 0.0 0.1 0.1
C 0.1 0.0 0.1
C 0.0 -0.1 -0.1
C 0.1 0.1 -0.2
C 0.0 0.0 0.1
C 0.1 0.1 -0.1
C -0.1 -0.1 0.1
C -0.1 -0.1 0.0
C 0.0 0.5 0.0
C -0.6 0.1 0.5
C 0.0 0.0 0.2
C 0.1 0.1 0.1
C -0.2 0.0 -0.1
C 0.2 -0.1 0.0
C 0.1 0.3 -0.2
C 0.1 0.1 0.0
C -0.1 0.1 0.0
C 0.1 -0.1 0.0
H 0.0 0.1 -0.1
H 0.0 0.1 0.0
H -0.1 -0.1 -0.1
H 0.1 0.0 0.1
H -0.1 0.0 -0.1
H 0.0 0.0 0.0
H -0.1 -0.1 0.3
H 0.2 0.1 0.0
H 0.1 0.0 0.1
H -0.1 0.1 -0.2
H 0.1 0.0 0.0
H 0.0 0.1 0.1
H -0.1 0.1 -0.1
H 0.1 0.0 -0.1
H 0.1 -0.1 0.0
H -0.1 -0.2 0.2
H 0.0 -0.1 0.1
H 0.0 0.0 -0.1
H 0.0 -0.1 -0.1
H -0.1 0.0 0.0
H -0.1 0.0 -0.1
H 0.0 0.0 0.0
H 0.1 0.0 0.1
H 0.1 -0.1 0.0


ORCA calculation (the ωB97M-V functional and the def2-TZVPD basis) on C3H4N2O in the gas phase.

Output
lowest unoccupied orbital energy: 0.73 eV
SMILES string: Oc1cn[nH]c1
ΔE to the lowest compared entry with this formula, charge and spin: 157.18 kJ/mol
total energy: -301.4274 hartree
HOMO level: -8.9 eV

CARTESIAN COORDINATES (ANGSTROEM)
O  2.049  -0.038  -0.148
N  -1.338  1.035  -0.233
N  -1.444  -0.218  0.277
C  -0.047  1.262  -0.340
C  0.709  0.104  0.004
C  -0.210  -0.806  0.429
H  -0.128  -1.783  0.883
H  2.243  -0.979  -0.058
H  0.326  2.224  -0.666
H  -2.120  -0.800  -0.190

Forces on the atoms, in the same order (eV/Å):
O 0.2 -0.1 0.3
N 0.3 -0.1 -0.2
N 0.1 -0.2 -0.2
C 0.1 0.0 -0.1
C -0.3 0.0 0.1
C 0.2 0.0 -0.1
H 0.1 0.0 -0.3
H 0.2 0.2 0.0
H -0.1 -0.1 0.0
H -0.8 0.2 0.4


ORCA calculation (the ωB97M-V functional and the def2-TZVPD basis) on 3 unconnected molecules or ions with the total composition C2H10NO3.

Output
lowest unoccupied orbital energy: -3.73 eV
net charge: +1
ΔE to the lowest compared entry with this formula, charge and spin: 57.98 kJ/mol
total energy: -362.4228 hartree
HOMO level: -14.5 eV

CARTESIAN COORDINATES (ANGSTROEM)
O  1.879  -0.933  -1.363
O  0.017  -0.489  2.894
O  -0.707  1.414  -2.340
N  0.160  0.611  0.405
C  -1.152  0.302  -0.299
C  -0.878  0.355  -1.803
H  0.117  0.414  1.430
H  -0.705  -0.399  3.536
H  0.756  -0.186  3.445
H  -1.434  -0.704  0.001
H  1.756  -0.732  -2.308
H  1.909  -1.903  -1.414
H  0.932  0.081  -0.027
H  -1.174  -0.503  -2.429
H  -1.824  1.077  0.045
H  0.351  1.595  0.228

Forces on the atoms, in the same order (eV/Å):
O -0.4 -0.5 -0.8
O 0.1 0.5 0.8
O 0.9 0.1 0.2
N -0.2 0.3 -0.5
C 1.7 -0.7 0.5
C -2.3 0.9 -0.6
H -0.1 -0.1 -0.2
H -0.2 -0.2 -0.4
H 0.2 -0.3 -0.2
H -0.3 0.1 0.1
H 0.2 0.4 0.4
H 0.1 0.2 0.5
H 0.0 -0.2 0.0
H 0.5 -0.4 0.3
H -0.5 -0.1 -0.3
H 0.2 0.1 0.1


ORCA calculation (the ωB97M-V functional and the def2-TZVPD basis) on a molecular structure, C45H42AsMoO6P2S2Si.

Output
lowest unoccupied orbital energy (alpha / beta): -3.28 / -3.69 eV
net charge: +1
ΔE to the lowest compared entry with this formula, charge and spin: 0.00 kJ/mol
<S²>: 2.024
total energy: -6263.9067 hartree
multiplicity: 3
HOMO level (alpha / beta): -11.1 / -11.0 eV

CARTESIAN COORDINATES (ANGSTROEM)
Mo  -0.275  0.831  -0.112
As  3.106  1.857  0.497
S  0.346  2.996  2.340
S  -2.008  2.592  -0.448
P  -1.032  -0.882  1.545
P  0.632  0.133  -2.434
Si  -2.030  -0.785  -1.288
O  -0.520  3.523  3.350
O  -0.276  1.723  1.776
O  1.624  1.202  -0.149
O  4.370  0.971  0.024
O  0.746  3.867  1.259
O  3.130  3.465  -0.152
C  -1.065  -1.486  -5.791
C  -1.586  -2.477  -0.573
C  -3.620  -1.492  2.334
C  -2.355  -1.744  -5.340
C  1.243  1.603  -3.316
C  -0.129  -0.932  -4.936
C  4.189  -1.835  -2.920
C  -0.847  -3.695  1.401
C  4.143  -2.771  -1.898
C  -4.801  -1.284  3.032
C  3.039  -2.832  -1.059
C  2.309  -1.632  4.598
C  1.602  -1.177  2.348
C  4.127  1.653  4.476
C  -1.166  -2.501  0.757
C  2.611  -1.458  3.253
C  1.993  -1.942  -1.235
C  4.084  1.604  3.090
C  -3.865  0.695  4.030
C  0.844  3.414  -4.861
C  -4.924  -0.190  3.876
C  -1.350  -4.879  -0.632
C  -0.493  -0.643  -3.623
C  1.862  2.456  4.519
C  0.997  -1.526  5.034
C  -2.558  2.701  -2.156
C  -1.673  -3.686  -1.263
C  -0.941  -4.884  0.698
C  2.045  -0.982  -2.243
C  -2.559  -0.596  2.472
C  -2.682  0.498  3.333
C  2.481  2.163  -2.997
C  -3.566  2.485  0.446
C  2.892  3.338  -3.607
C  0.427  2.240  -4.254
C  3.143  -0.943  -3.098
C  -3.890  -0.597  -1.067
C  -1.769  -0.930  -3.143
C  1.825  2.422  3.135
C  -2.705  -1.474  -4.026
C  0.280  -1.077  2.778
C  2.076  3.966  -4.536
C  2.934  1.983  2.410
C  -0.018  -1.255  4.127
C  3.015  2.069  5.189
H  -3.525  -2.355  1.686
H  -0.508  -3.693  2.430
H  4.970  -3.455  -1.754
H  -4.309  0.187  -1.701
H  -4.330  -1.544  -1.396
H  0.995  2.808  5.061
H  1.863  -1.035  1.304
H  2.401  4.881  -5.012
H  0.757  -1.660  6.080
H  1.124  -2.006  -0.590
H  -3.044  1.783  -2.481
H  -5.620  -1.982  2.921
H  -1.407  -5.812  -1.177
H  -0.531  1.814  -4.526
H  2.994  -3.569  -0.268
H  3.633  -1.531  2.906
H  0.871  -0.709  -5.289
H  -3.955  1.540  4.699
H  -3.981  3.490  0.489
H  2.357  3.944  0.198
H  -1.040  -1.188  4.475
H  -3.711  -1.697  -3.691
H  3.853  3.761  -3.345
H  -4.246  1.806  -0.057
H  5.032  1.363  4.994
H  -0.686  -5.818  1.181
H  3.139  1.673  -2.292
H  5.048  -1.793  -3.577
H  -3.085  -2.165  -6.019
H  -1.676  2.897  -2.762
H  -1.860  1.188  3.461
H  -5.844  -0.030  4.424
H  -3.241  3.545  -2.240
H  3.098  -1.849  5.306
H  3.042  2.110  6.270
H  3.191  -0.211  -3.894
H  -3.350  2.131  1.450
H  4.942  1.265  2.522
H  0.209  3.893  -5.595
H  -1.971  -3.695  -2.306
H  -4.214  -0.433  -0.041
H  -0.797  -1.710  -6.816

Forces on the atoms, in the same order (eV/Å):
Mo -0.2 -0.1 -0.2
As -0.1 0.0 0.0
S 0.1 -0.1 0.1
S 0.1 0.0 -0.2
P 0.2 -0.1 -0.2
P 0.0 0.1 -0.1
Si 0.1 0.0 0.2
O -0.1 0.0 -0.1
O -0.1 0.2 0.1
O 0.1 0.0 0.1
O 0.0 0.0 0.0
O 0.0 0.0 -0.1
O 0.0 -0.1 0.0
C 0.0 0.0 0.0
C 0.0 0.0 -0.1
C 0.0 0.0 0.0
C 0.0 0.0 0.0
C 0.0 0.1 0.1
C 0.0 0.0 0.0
C 0.0 0.0 0.0
C 0.0 0.1 0.0
C 0.0 0.0 0.0
C 0.0 0.0 0.0
C 0.0 0.0 0.0
C 0.0 0.0 0.0
C 0.0 0.0 0.0
C 0.0 0.0 0.1
C 0.0 0.0 0.0
C 0.0 0.0 0.0
C 0.0 0.0 -0.1
C 0.0 0.0 -0.1
C 0.0 0.0 0.0
C 0.0 0.0 0.0
C 0.0 0.0 0.0
C 0.0 0.0 0.0
C 0.0 0.0 0.1
C 0.0 0.0 -0.1
C 0.0 0.0 0.0
C -0.1 0.0 0.0
C 0.0 0.0 0.0
C 0.0 0.0 0.0
C 0.0 -0.1 0.0
C -0.1 -0.1 0.0
C 0.0 0.0 0.0
C 0.0 0.0 0.0
C 0.0 0.0 0.0
C 0.0 0.0 0.0
C 0.0 0.0 0.1
C 0.0 0.0 0.0
C 0.0 0.0 0.0
C 0.1 0.0 0.0
C 0.0 0.0 0.0
C 0.0 0.0 0.0
C -0.1 -0.1 0.1
C 0.0 0.0 0.0
C 0.0 0.0 0.0
C 0.0 0.0 0.0
C 0.1 0.0 0.0
H 0.0 0.0 0.0
H 0.0 0.0 0.0
H 0.0 0.0 0.0
H 0.0 0.0 0.0
H 0.0 0.0 0.0
H 0.0 0.0 0.0
H 0.0 0.0 0.0
H 0.0 0.0 0.0
H 0.0 0.0 0.0
H 0.0 0.0 0.0
H 0.0 0.0 0.0
H 0.0 0.0 0.0
H 0.0 0.0 0.0
H 0.0 0.0 0.0
H 0.0 0.0 0.0
H 0.0 0.0 0.0
H 0.0 0.0 0.0
H 0.0 0.0 0.0
H 0.0 0.0 0.0
H 0.0 0.0 0.0
H 0.0 0.0 0.0
H 0.0 0.0 0.0
H 0.0 0.0 0.0
H 0.0 0.0 0.0
H 0.0 0.0 0.0
H 0.0 0.0 0.0
H 0.0 0.0 0.0
H 0.0 0.0 0.0
H 0.0 0.0 0.0
H 0.0 0.0 0.0
H 0.0 0.0 0.0
H 0.0 0.0 0.0
H 0.0 0.0 0.0
H 0.0 0.0 0.0
H 0.0 0.0 0.0
H 0.0 0.0 0.0
H 0.0 0.0 0.0
H 0.0 0.0 0.0
H 0.0 0.0 0.0
H 0.0 0.0 0.0
H 0.0 0.0 0.0
H 0.0 0.0 0.0